## a
Here is the ion C5H14N2 with charge +1 from OMol25. Energies are from the ωB97M-V functional and the def2-TZVPD basis.

Output
**E_LUMO (alpha / beta)**: -2.8 / -8.0 eV
**Spin multiplicity**: 2
**Kohn-Sham gap (alpha / beta)**: 11.79 / 6.16 eV
**Charge**: +1

Geometry as XYZ:
```
21
C5H14N2 (the ωB97M-V functional and the def2-TZVPD basis)
C -0.455 2.472 -1.994
C -0.093 1.414 -0.928
C -1.103 0.259 -0.930
C -0.729 -0.995 -0.154
N 0.534 -0.927 0.585
C 0.615 -1.674 1.780
N 1.835 -1.483 2.451
H -0.589 3.461 -1.535
H 0.383 2.673 -2.640
H -1.391 2.214 -2.482
H 0.877 0.984 -1.167
H -0.165 1.856 0.062
H -1.405 -0.045 -1.934
H -2.102 0.627 -0.667
H -1.528 -1.259 0.538
H -0.597 -1.892 -0.776
H 0.846 0.034 0.749
H 0.537 -2.755 1.543
H -0.241 -1.408 2.421
H 2.685 -1.418 1.902
H 2.087 -2.139 3.177
```


## b
Here is the ion C5H14N2 with charge +1 from OMol25. Energies are from the ωB97M-V functional and the def2-TZVPD basis.

Output
**E_LUMO (alpha / beta)**: -3.0 / -7.5 eV
**Spin multiplicity**: 2
**Kohn-Sham gap (alpha / beta)**: 11.40 / 7.06 eV
**Charge**: +1

Geometry as XYZ:
```
21
C5H14N2 (the ωB97M-V functional and the def2-TZVPD basis)
N 0.199 1.487 1.067
C -0.455 0.365 0.495
C 0.377 -0.229 -0.623
C 1.368 -1.274 -0.078
C 2.621 -1.523 -0.891
C -1.979 0.937 -0.121
N -2.914 0.643 0.857
H 0.397 2.237 0.410
H -0.235 1.796 1.936
H -0.648 -0.355 1.281
H -0.283 -0.724 -1.342
H 0.831 0.534 -1.264
H 0.865 -2.234 0.080
H 1.645 -0.957 0.926
H 3.488 -1.816 -0.305
H 2.603 -2.276 -1.687
H 2.880 -0.655 -1.491
H -1.833 1.996 -0.312
H -2.052 0.469 -1.093
H -3.085 1.378 1.542
H -3.791 0.202 0.614
```


Of them, b has the highest stability.


## a
Here is the ion C7H9ClN3O2 with charge +1 from OMol25. Energies are from the ωB97M-V functional and the def2-TZVPD basis.

Output
**E_LUMO (alpha / beta)**: -5.4 / -5.4 eV
**Spin multiplicity**: 1
**Kohn-Sham gap (alpha / beta)**: 8.24 / 8.24 eV
**SMILES string**: [H]/N=C(/[N+]#CC(=O)OC)[C@@H]1C[C@@]1(N)Cl
**Charge**: +1

Geometry as XYZ:
```
22
C7H9ClN3O2 (the ωB97M-V functional and the def2-TZVPD basis)
C -0.817 0.181 0.414
C 1.160 1.184 0.634
C -2.090 -0.694 0.352
C 2.943 -0.338 -0.063
C -4.350 -0.851 0.434
C 2.547 1.079 0.280
C 3.071 0.744 -1.098
N 0.329 0.113 0.238
N 1.918 -1.268 -0.277
N 0.448 2.008 1.265
O -1.820 -1.851 0.476
O -3.170 -0.055 0.303
Cl 4.343 -1.149 0.629
H -4.465 -1.675 -0.376
H -5.177 -0.213 0.465
H -4.440 -1.260 1.367
H 3.119 1.647 0.838
H 2.187 -1.995 -0.914
H 2.284 0.816 -1.820
H 4.081 1.227 -1.203
H 1.728 -1.673 0.632
H 0.844 2.864 1.656
```


## b
Here is the ion C7H9ClN3O2 with charge +1 from OMol25. Energies are from the ωB97M-V functional and the def2-TZVPD basis.

Output
**E_LUMO**: -5.6 eV
**Spin multiplicity**: 1
**Kohn-Sham gap**: 8.10 eV
**SMILES string**: [H]/N=C(/[N+]#CC(=O)OC)[C@@H]1C[C@@]1(N)Cl
**Charge**: +1

Geometry as XYZ:
```
22
C7H9ClN3O2 (the ωB97M-V functional and the def2-TZVPD basis)
C -0.260 1.015 0.725
C 1.160 1.036 -1.094
C -1.265 0.589 1.695
C 2.503 -1.130 -0.891
C -3.502 0.760 2.328
C 1.996 0.093 -1.773
C 1.451 -1.335 -1.913
N 0.660 0.596 0.117
N 2.100 -0.938 0.529
N 0.637 2.116 -1.383
O -0.970 -0.098 2.610
O -2.465 0.955 1.348
Cl 4.110 -1.701 -1.208
H -3.996 1.684 2.492
H -3.036 0.398 3.180
H -4.154 0.006 1.944
H 2.727 0.377 -2.549
H 1.834 -1.852 1.078
H 0.406 -1.419 -1.551
H 1.648 -1.820 -2.894
H 2.953 -0.545 1.057
H 0.655 2.478 -2.357
```


Of them, b has the highest stability.


## a
Here is a cluster of 2 separate species, C4H5N2 in total from OMol25. Energies are from the ωB97M-V functional and the def2-TZVPD basis.

Output
**E_LUMO**: -5.8 eV
**Spin multiplicity**: 1
**Kohn-Sham gap**: 9.11 eV
**Charge**: +1

Geometry as XYZ:
```
11
C4H5N2 (the ωB97M-V functional and the def2-TZVPD basis)
C 2.682 -0.866 -0.711
C -0.470 1.142 -0.584
C 0.609 0.440 -0.638
C -2.681 0.187 1.291
N -3.531 -0.259 1.939
N 1.622 -0.212 -0.670
H 2.798 -1.702 -1.392
H 3.498 -0.597 -0.051
H -1.329 0.932 -1.203
H -0.580 1.966 0.109
H -4.262 -0.641 2.500
```


## b
Here is the ion C4H5N2 with charge +1 from OMol25. Energies are from the ωB97M-V functional and the def2-TZVPD basis.

Output
**E_LUMO**: -6.0 eV
**Spin multiplicity**: 1
**Kohn-Sham gap**: 9.01 eV
**Charge**: +1

Geometry as XYZ:
```
11
C4H5N2 (the ωB97M-V functional and the def2-TZVPD basis)
C 0.029 -1.757 -0.049
C 2.075 0.758 -0.019
C -0.996 -0.896 0.102
C -2.001 -0.113 -0.020
N 1.361 -1.510 -0.011
N 1.785 -0.433 0.010
H -0.276 -2.717 -0.185
H 2.366 1.307 0.989
H -2.029 0.165 -1.092
H 2.529 1.453 -0.856
H -2.767 0.278 0.654
```


## c
Here is the ion C4H5N2 with charge +1 from OMol25. Energies are from the ωB97M-V functional and the def2-TZVPD basis.

Output
**E_LUMO (alpha / beta)**: -4.4 / -4.4 eV
**Spin multiplicity**: 1
**Kohn-Sham gap (alpha / beta)**: 7.59 / 7.59 eV
**Charge**: +1

Geometry as XYZ:
```
11
C4H5N2 (the ωB97M-V functional and the def2-TZVPD basis)
C -0.498 0.879 -0.754
C -0.343 -0.440 -1.236
C -0.094 1.369 0.395
C 0.471 -2.478 -0.136
N -0.054 -1.547 -0.626
N 0.305 1.572 1.576
H -0.940 1.439 -1.503
H -0.806 -0.810 -2.119
H 0.765 -3.458 0.123
H 1.413 1.695 1.827
H -0.221 1.779 2.451
```


Of them, a has the highest stability.


## a
Here is a structure of composition C4H5N2 from OMol25. Energies are from the ωB97M-V functional and the def2-TZVPD basis.

Output
**E_LUMO (alpha / beta)**: -8.4 / -8.4 eV
**Spin multiplicity**: 1
**Kohn-Sham gap (alpha / beta)**: 6.52 / 6.52 eV
**Charge**: +1

Geometry as XYZ:
```
11
C4H5N2 (the ωB97M-V functional and the def2-TZVPD basis)
C -0.433 -1.693 0.391
C -1.167 -0.770 -0.441
C 0.583 -0.906 0.412
C 0.719 0.284 -0.269
N -0.525 0.300 -0.952
N 0.730 1.572 0.711
H -0.610 -2.646 0.855
H -2.105 -0.737 -0.920
H 1.643 0.408 -0.877
H 1.380 2.173 0.366
H -0.215 2.015 0.724
```


## b
Here is the ion C4H5N2 with charge +1 from OMol25. Energies are from the ωB97M-V functional and the def2-TZVPD basis.

Output
**E_LUMO (alpha / beta)**: -8.7 / -8.8 eV
**Spin multiplicity**: 1
**Kohn-Sham gap (alpha / beta)**: 8.00 / 7.14 eV
**SMILES string**: CC1=CN=[N+]=C1
**Charge**: +1

Geometry as XYZ:
```
11
C4H5N2 (the ωB97M-V functional and the def2-TZVPD basis)
C 0.783 1.091 -0.341
C 0.926 -1.126 0.427
C -0.007 -0.008 0.080
C -1.483 0.060 -0.042
N 2.009 0.610 -0.236
N 2.053 -0.599 0.179
H 0.383 2.069 -0.465
H 0.902 -2.227 0.597
H -1.798 -0.667 -0.693
H -1.815 1.042 -0.398
H -1.953 -0.245 0.892
```


## c
Here is a cluster of 2 separate species, C4H5N2 in total from OMol25. Energies are from the ωB97M-V functional and the def2-TZVPD basis.

Output
**E_LUMO**: -6.6 eV
**Spin multiplicity**: 1
**Kohn-Sham gap**: 9.21 eV
**Charge**: +1

Geometry as XYZ:
```
11
C4H5N2 (the ωB97M-V functional and the def2-TZVPD basis)
C -2.335 0.189 0.029
C 0.566 -1.113 -0.108
C 0.874 0.215 -0.681
C -0.131 0.970 -0.157
N -3.402 -0.241 0.152
N 0.655 0.135 0.770
H -0.211 2.070 -0.059
H -0.421 -1.669 -0.327
H 1.430 -1.736 0.028
H 1.794 0.679 -1.182
H 1.179 0.502 1.535
```


Of them, b has the highest stability.


## a
Here is an isolated molecule of C4H8O from OMol25. Energies are from the ωB97M-V functional and the def2-TZVPD basis.

Output
**E_LUMO**: 0.9 eV
**Spin multiplicity**: 1
**Kohn-Sham gap**: 11.01 eV
**SMILES string**: OC1CCC1
**Charge**: 0

Geometry as XYZ:
```
13
C4H8O (the ωB97M-V functional and the def2-TZVPD basis)
O -0.550 1.712 -1.181
C -0.197 0.744 -0.235
C -0.997 -0.517 0.012
C 0.333 -1.104 0.551
C 1.108 -0.022 -0.245
H -0.614 2.210 -0.329
H -0.233 1.352 0.767
H -1.319 -0.994 -0.918
H -1.853 -0.404 0.683
H 0.544 -2.141 0.298
H 0.435 -0.962 1.630
H 1.381 -0.359 -1.249
H 1.962 0.485 0.214
```


## b
Here is a cluster of 2 separate species, C4H8O in total from OMol25. Energies are from the ωB97M-V functional and the def2-TZVPD basis.

Output
**E_LUMO**: 0.9 eV
**Spin multiplicity**: 1
**Kohn-Sham gap**: 10.49 eV
**SMILES string**: C=CC.C=O
**Charge**: 0

Geometry as XYZ:
```
13
C4H8O (the ωB97M-V functional and the def2-TZVPD basis)
C -1.293 -0.969 -0.024
C 0.000 -0.607 0.651
C 1.188 -0.702 0.059
O 1.005 1.625 -1.369
C 0.418 1.765 -0.325
H -2.138 -0.364 0.326
H -1.533 -2.014 0.190
H -1.217 -0.854 -1.111
H -0.057 -0.220 1.669
H 1.276 -1.004 -0.983
H 2.107 -0.362 0.529
H 0.931 1.878 0.650
H -0.688 1.826 -0.261
```


Of them, b has the highest stability.